No. 1
The following is a DFT calculation (ωB97M-V/def2-TZVPD) of a structure of composition C31H53BN10O3S3Ti.

Geometry (Å):
Ti -0.18745 -0.29201 -0.69353
S -0.49347 2.31590 -0.71397
S 2.13961 0.23588 -0.84348
S -0.26268 -0.30559 1.73261
O 1.01351 -1.98760 -1.56478
O -0.22130 -6.18716 -0.36366
O -3.00252 -2.44112 0.24121
N 3.04848 2.69071 -1.74438
N -2.36040 0.05399 -0.77192
N -0.94066 -2.22906 -0.65222
N 2.11075 0.97191 2.26400
N -0.57768 0.03952 -2.83503
N 2.40744 2.68553 0.34629
N 2.09603 -1.10949 2.93459
N 0.38155 -4.13791 -1.08827
N -1.67526 3.59206 1.45290
N 0.33594 2.82359 1.84453
C 2.53587 1.93222 -0.75117
C -3.74520 3.03177 0.19116
C 1.70601 -2.53216 3.23777
C 3.32519 0.71136 2.85464
C 0.17029 -2.81445 -1.12402
C -0.62069 2.93075 0.90872
C 1.37261 -0.14575 2.32014
C -2.43147 5.13023 -0.31524
C -2.79486 -4.92784 -1.53941
C 3.32137 -0.57023 3.26743
C -1.36694 3.86523 2.77174
C -2.84734 0.40605 -2.12654
C -1.94174 -4.50665 -0.30052
C 1.44321 -3.25460 1.91994
C -1.88222 -4.79755 2.25324
C 3.38800 2.41117 -3.19152
C -0.54543 -5.04901 -0.53218
C 4.78972 2.96551 -3.45490
C -3.73351 4.91880 1.79009
C 2.86592 -3.22376 3.94901
C -2.89298 4.15787 0.76676
C -1.98810 -0.28996 -3.15724
C 2.33989 3.13530 -4.03384
C -2.23381 -4.56636 -2.90678
C -2.57260 -5.14651 0.94581
C 3.20736 3.97114 -1.24888
C 3.40059 0.93032 -3.54422
C -2.00814 -2.98762 -0.19422
C 0.49190 -2.53233 4.16216
C -0.13113 3.38816 3.00828
C 2.81948 3.96161 0.04045
B 1.82417 2.40310 1.75361
H -2.03636 4.38108 3.42974
H 4.08105 -1.12782 3.77713
H 4.08112 1.46993 2.94648
H 2.81478 4.74729 0.77400
H -2.25325 0.01676 -4.16953
H 2.35991 4.21238 -3.87148
H 0.71937 -2.00699 5.08996
H -0.86364 -5.18661 2.27668
H -2.95618 -4.82474 -3.67943
H 5.07160 2.72765 -4.47943
H 4.84691 4.04642 -3.35082
H -3.78161 -4.48479 -1.39393
H 2.55658 -4.24463 4.16687
H 3.76018 -3.27672 3.32724
H -2.09677 -1.37116 -3.08970
H 3.59602 4.77367 -1.84411
H -2.02846 -3.49760 -3.00164
H -1.85601 -3.71850 2.42125
H 1.36437 -4.32480 2.10803
H 2.26767 -3.08957 1.22219
H 0.23880 -3.56281 4.41114
H 0.07042 -0.54931 -3.35389
H -1.31484 -5.10846 -3.13139
H 1.33728 2.77578 -3.79128
H -2.91636 -6.00965 -1.47035
H 2.41290 0.47794 -3.50119
H 0.51384 -2.91325 1.47164
H -3.61633 -4.83350 0.97242
H -3.19488 5.76168 2.22147
H -2.60415 0.80395 -0.13098
H 3.75960 0.85484 -4.57033
H 3.10786 -2.74904 4.89931
H -2.74693 1.48453 -2.25146
H -3.28365 2.61063 -0.69668
H -3.90004 0.14661 -2.24413
H -0.37192 1.00151 -3.09859
H -2.55736 -6.22535 0.79197
H -4.10010 4.27147 2.58723
H 0.46919 3.42423 3.89906
H 4.07356 0.35681 -2.90951
H -0.37958 -2.07362 3.70047
H 2.41391 3.13398 2.49783
H -2.82325 -0.79359 -0.41665
H 5.51919 2.50820 -2.78661
H -1.84797 5.94069 0.12236
H 2.52931 2.95032 -5.09060
H -1.83331 4.63546 -1.07768
H -3.92204 2.25551 0.93888
H -4.71439 3.43377 -0.10151
H 1.28256 -4.49983 -1.37715
H -2.41916 -5.24339 3.08922
H -3.30611 5.56572 -0.79790
H -4.60067 5.32193 1.27018

Properties
* E: -110346.0096 eV
* relative energy (zero: lowest compared OMol25 entry of this formula, charge and spin): 0.000 eV
* Kohn-Sham gap: 7.213 eV
* net charge: +2
* F_max: 0.0180 Eh/bohr
* LUMO: -6.3 eV

***

No. 2
The following is a DFT calculation (ωB97M-V/def2-TZVPD) of a structure of composition C31H53BrNP3W in a non-equilibrium geometry.

Geometry (Å):
W -1.46902 -0.04055 0.88842
Br -3.65840 -0.86410 1.26563
P 1.02793 -0.16214 -0.20597
P -1.97123 -1.94781 -1.41608
P -0.64553 -0.75783 3.02256
N 3.97590 6.01434 -3.77947
C 2.20673 4.46744 -3.51039
C 3.79983 0.71195 0.42184
C -0.67522 0.63574 4.19142
C 2.29574 0.98943 0.51882
C -0.58544 2.47453 0.82871
C -1.34550 -4.15859 -3.03228
C 0.22333 3.89256 -0.98616
C 2.36239 4.61490 -2.12999
C -1.88853 -1.97434 3.64050
C 1.86799 -1.86221 -0.08114
C -0.19242 0.47666 5.62887
C -3.17894 2.50943 -0.34874
C -0.88351 3.29685 -0.31256
C -1.91347 -2.23298 5.14414
C -2.99522 -0.89213 -2.52049
C -1.71811 1.98468 1.51651
C 0.91274 -1.66679 3.45537
C 4.09769 6.17303 -2.46543
C 3.00363 -2.27817 -1.01372
C 1.40118 3.96663 -1.27568
C -4.30063 -3.51490 -1.17134
C -3.39528 -1.54521 -3.84237
C 1.15120 0.28315 -2.01573
C 2.16065 -0.79502 3.64004
C 2.49529 0.63937 -2.63436
C 3.30270 5.47069 -1.56480
C -2.72139 1.69355 0.62328
C -0.78708 -2.85038 -2.47950
C 3.06297 5.22120 -4.31065
C -2.91558 -3.29061 -0.59508
C -2.18073 3.40073 -0.80887
H 3.31250 -3.29252 -0.71527
H 3.26058 -0.12148 -2.47154
H -4.82619 -4.22741 -0.51964
H 2.86626 -0.94422 2.80602
H -3.86943 -0.54596 -1.94578
H 1.03340 -2.57580 -0.16530
H -0.55880 -4.64035 -3.62039
H -1.70852 1.01444 4.25088
H -2.88075 -1.60369 3.36509
H 0.67791 -2.20883 4.38478
H -4.16559 2.44525 -0.78156
H 4.33349 1.54155 0.91411
H 0.10898 -3.03771 -1.86711
H -2.53310 -3.11445 5.35262
H 4.86004 6.85436 -2.08870
H 4.14792 0.66302 -0.61898
H -2.42715 4.20742 -1.50914
H -0.06475 1.43302 3.74124
H -0.93110 -2.43859 5.57854
H 0.76104 -0.04177 5.72440
H 1.05830 -2.43678 2.67990
H -2.36534 -1.39799 5.68826
H -1.68474 1.45536 2.48082
H 3.88083 -1.61679 -0.92109
H -2.20779 -3.99944 -3.69452
H 0.47594 1.14094 -2.13240
H 3.35733 5.62393 -0.49121
H -3.99295 -2.45596 -3.69673
H 2.06725 1.97019 0.07429
H 0.36976 2.57344 1.27051
H -4.89731 -2.59030 -1.21181
H -0.07796 1.47705 6.06669
H -0.49382 -2.16952 -3.29031
H 1.40708 3.84343 -3.90886
H -2.29228 -4.19211 -0.59422
H -2.39793 0.02337 -2.70510
H -0.92994 -0.03133 6.24525
H 0.68765 -0.54934 -2.56359
H 4.09289 -0.22886 0.91541
H -3.01658 -3.01200 0.46329
H 2.37533 0.73969 -3.72181
H 2.19840 -1.92126 0.96487
H -4.25839 -3.97209 -2.17108
H 2.03306 1.07517 1.58374
H 2.97844 5.12912 -5.38659
H -2.51288 -1.76627 -4.45681
H -1.75317 -2.92113 3.09499
H 2.69571 -2.30776 -2.07186
H 2.88528 1.59053 -2.25762
H -1.62645 -4.85815 -2.23601
H 2.68925 -1.12084 4.55354
H 1.93811 0.28396 3.73412
H -4.00648 -0.82766 -4.40362

Properties
* E: -134183.0646 eV
* relative energy (zero: lowest compared OMol25 entry of this formula, charge and spin): 4.805 eV
* Kohn-Sham gap (alpha / beta): 5.506 / 4.365 eV
* net charge: +4
* F_max: 0.1008 Eh/bohr
* spin multiplicity: 3
* LUMO (alpha / beta): -14.1 / -14.9 eV

***

> What is the formula in the first record?

C31H53BN10O3S3Ti